# C40H86F6N4O7S2

A cluster of 6 separate species, C40H86F6N4O7S2 in total (ωB97M-V with the def2-TZVPD basis set, the OMol25 dataset).

Total charge: +2
E_HOMO (eV): -10.36
Maximum force (eV/A): 4.49
Multiplicity: 1
Kohn-Sham gap (eV): 6.19

Structure (XYZ):
```
145
Properties=species:S:1:pos:R:3:forces:R:3:mulliken_charge:R:1
C -6.517 15.919 -22.486 1.060 0.605 -0.783 -0.861
N -5.285 16.461 -23.263 -0.501 2.001 0.642 0.130
C -5.225 16.052 -24.769 -1.230 -1.052 2.528 -0.824
C -5.327 18.010 -23.213 0.166 -0.397 0.420 -0.872
C -4.033 16.010 -22.464 -0.439 -0.639 -2.522 -0.465
C -3.799 14.473 -22.416 0.657 0.328 1.235 -0.663
O -4.519 13.895 -21.362 -1.178 0.211 0.656 -0.483
H -7.432 16.432 -22.783 0.091 -0.313 -0.682 0.650
H -6.404 16.242 -21.451 0.403 -0.371 0.046 -0.131
H -6.453 14.843 -22.642 -0.573 0.123 0.305 0.478
H -6.238 16.115 -25.168 0.119 0.688 -0.054 0.350
H -5.120 14.976 -24.627 0.827 0.014 -0.950 0.382
H -4.480 16.623 -25.322 -0.020 -0.362 0.272 0.299
H -4.448 18.468 -23.666 -0.025 -0.538 -0.625 0.494
H -5.268 18.391 -22.194 -0.497 -0.573 0.250 0.128
H -6.256 18.353 -23.670 0.150 -0.107 -0.019 0.402
H -4.047 16.531 -21.507 -0.091 -0.397 0.020 0.461
H -3.269 16.422 -23.123 0.505 0.002 0.433 0.368
H -2.749 14.380 -22.139 0.373 0.175 -0.417 0.472
H -3.958 13.854 -23.298 -0.013 0.721 -0.582 0.353
H -4.178 13.028 -21.133 0.147 -0.080 -0.130 0.294
C -2.886 15.502 -18.796 0.509 -0.923 -0.596 -1.350
C -4.323 15.670 -18.504 -2.756 0.933 0.117 0.256
C -4.695 16.505 -17.279 -0.222 -0.335 1.135 -0.679
C -6.208 16.781 -16.966 1.124 1.707 0.217 0.084
N -6.425 17.633 -15.629 -2.038 0.319 -0.422 0.992
C -5.732 19.040 -15.604 -0.036 -0.643 1.134 -0.283
C -5.445 19.369 -14.090 0.786 -0.099 -1.666 -0.634
C -5.770 18.132 -13.259 -1.240 0.808 -0.506 -1.007
C -5.958 16.999 -14.335 2.132 0.111 1.002 -0.894
C -7.989 17.875 -15.568 1.274 -0.697 1.246 -0.755
C -8.808 16.613 -15.177 1.534 -0.603 -0.401 -0.712
C -10.246 16.942 -15.380 -0.394 -0.902 0.340 -1.298
H -2.294 15.145 -17.953 0.156 0.346 -0.029 0.416
H -2.478 16.372 -19.311 0.321 0.127 0.489 0.340
H -2.900 14.702 -19.536 0.556 -0.120 -0.114 0.256
H -4.879 14.734 -18.447 0.285 -0.332 0.071 0.461
H -4.771 16.175 -19.360 -0.191 0.035 -0.212 -0.531
H -4.160 17.452 -17.350 -0.157 0.125 0.019 0.198
H -4.262 15.975 -16.430 0.103 0.038 0.230 0.383
H -6.930 15.966 -16.942 0.599 -0.262 0.267 0.535
H -6.565 17.468 -17.734 -0.137 0.028 0.019 -0.211
H -6.318 19.870 -15.999 -0.245 -0.722 -0.637 0.045
H -4.782 18.889 -16.118 -0.340 0.283 -0.134 0.206
H -5.887 20.314 -13.772 -0.125 -0.202 0.003 0.249
H -4.370 19.537 -14.156 0.035 0.173 0.758 0.459
H -6.671 18.319 -12.675 -0.509 -0.198 -0.399 0.337
H -5.054 18.116 -12.438 0.510 -1.233 -0.500 0.438
H -6.452 16.098 -13.970 -0.737 0.378 -0.485 0.547
H -4.959 16.628 -14.563 0.150 0.090 -0.113 0.391
H -8.324 18.376 -16.476 0.273 -0.445 -0.307 0.328
H -8.098 18.619 -14.779 -0.056 0.003 0.123 0.732
H -8.630 16.248 -14.166 -0.081 0.954 0.519 0.308
H -8.485 15.683 -15.646 -0.010 0.197 -1.065 0.489
H -10.501 17.080 -16.431 0.139 0.976 0.091 0.069
H -10.356 17.751 -14.658 -1.174 0.381 -0.656 0.435
H -10.883 16.096 -15.122 -0.001 0.067 0.552 0.417
C -12.026 12.277 -18.432 -0.110 -0.120 0.520 -1.389
C -11.202 13.043 -19.465 -0.506 1.271 1.690 -0.324
C -11.530 14.624 -19.321 -0.107 -1.221 -1.791 -0.437
C -11.015 15.219 -20.637 -1.042 1.452 -0.991 -1.374
N -11.716 16.575 -21.143 0.826 0.730 -1.579 0.441
C -11.524 17.729 -20.184 -1.427 0.083 -0.192 -0.621
C -11.746 19.045 -21.010 0.819 0.376 1.149 -0.835
C -11.301 18.762 -22.411 0.374 -1.615 -0.464 -0.591
C -10.995 17.215 -22.390 -0.051 0.363 -0.074 -0.040
C -13.212 16.451 -21.483 1.112 1.361 2.322 -1.388
C -13.655 15.425 -22.414 1.166 0.630 -1.483 -0.113
C -15.168 15.505 -22.405 -0.384 -1.970 -0.157 -1.394
H -13.091 12.384 -18.638 -0.047 0.116 -0.043 0.344
H -11.857 12.640 -17.418 0.028 0.168 0.019 0.323
H -11.849 11.203 -18.377 0.290 0.020 -0.342 0.403
H -11.473 12.617 -20.431 0.257 0.559 -0.265 0.375
H -10.135 12.954 -19.264 0.047 -0.358 -0.258 0.298
H -11.044 15.168 -18.512 0.158 -0.575 0.245 0.226
H -12.603 14.738 -19.168 -0.088 0.008 -0.250 0.375
H -11.119 14.601 -21.528 -0.202 -0.352 0.354 0.676
H -9.941 15.368 -20.518 -0.030 0.713 -0.205 0.586
H -12.328 17.621 -19.456 0.389 0.036 0.452 0.382
H -10.534 17.557 -19.761 -0.029 0.728 0.079 0.405
H -12.749 19.472 -21.022 -0.161 -0.542 0.487 0.388
H -11.113 19.836 -20.607 0.001 -0.133 0.345 0.415
H -12.062 19.013 -23.150 -0.051 -0.223 0.025 0.431
H -10.400 19.308 -22.690 0.045 -0.211 0.131 0.248
H -11.313 16.821 -23.355 0.037 -0.746 0.397 0.529
H -9.935 17.040 -22.202 -0.021 0.053 -0.156 -0.286
H -13.540 17.439 -21.804 0.210 0.073 0.058 0.646
H -13.668 16.278 -20.508 -0.126 0.029 0.101 0.563
H -13.055 14.545 -22.182 -1.235 -0.885 0.133 0.300
H -13.274 15.692 -23.399 -0.157 0.007 -0.357 0.270
H -15.635 16.412 -22.788 0.578 0.245 0.163 0.352
H -15.523 15.292 -21.396 -0.260 0.141 -0.029 0.364
H -15.540 14.706 -23.045 -0.239 -0.034 0.070 0.418
C -3.231 29.537 -22.965 0.682 0.346 0.683 -1.348
C -3.936 28.194 -23.153 0.335 1.161 -0.391 -0.545
C -3.144 26.970 -22.694 -0.252 -0.066 -1.109 -0.114
C -3.907 25.770 -23.177 -0.741 -0.967 1.108 -1.326
N -3.246 24.443 -22.702 -0.656 -0.013 -0.106 0.590
C -1.876 24.309 -23.291 1.358 -0.323 0.164 -0.876
C -1.987 23.844 -24.786 -0.644 -0.908 1.976 -0.767
C -3.300 22.974 -24.741 -0.357 1.071 1.127 -0.688
C -3.946 23.229 -23.328 0.215 1.362 -0.318 -0.742
C -3.263 24.384 -21.148 0.808 0.732 0.713 -1.046
C -4.570 24.501 -20.360 -0.867 0.903 -0.486 0.203
C -4.407 24.616 -18.808 0.736 -1.254 -0.101 -1.502
H -3.569 30.364 -23.589 -0.293 -0.390 -0.291 0.380
H -2.155 29.455 -23.122 0.066 -0.056 -0.123 0.337
H -3.354 29.919 -21.952 0.049 -0.178 0.175 0.331
H -4.144 28.125 -24.220 -0.217 -0.353 -0.069 0.364
H -4.882 28.293 -22.620 -0.171 -0.494 -0.074 0.349
H -3.008 26.980 -21.613 0.155 -0.008 -0.162 0.163
H -2.219 26.818 -23.249 0.519 1.146 0.466 0.350
H -4.063 25.734 -24.255 0.557 -0.076 -0.077 0.690
H -4.914 25.840 -22.767 -0.064 -0.640 0.177 0.417
H -1.342 23.540 -22.734 -0.545 -0.569 0.103 0.489
H -1.204 25.127 -23.033 -0.542 0.560 -0.527 0.675
H -1.232 23.065 -24.895 0.539 0.781 -0.500 0.371
H -1.909 24.658 -25.507 -0.220 -0.334 -0.017 0.319
H -3.050 21.913 -24.742 -0.082 0.143 -0.529 0.306
H -4.022 23.238 -25.514 0.201 -0.264 -0.072 0.360
H -3.753 22.404 -22.643 -0.453 0.052 -0.054 0.493
H -4.972 23.594 -23.380 -0.223 -0.933 0.089 0.404
H -2.658 25.229 -20.818 0.314 -0.207 -0.230 0.422
H -2.757 23.482 -20.803 0.183 -0.162 -0.546 0.476
H -5.183 23.652 -20.660 -0.279 -0.078 0.443 0.169
H -5.121 25.387 -20.674 0.021 0.117 -0.270 0.170
H -5.163 25.104 -18.193 -0.610 -0.078 -0.779 0.414
H -3.512 25.108 -18.426 0.391 0.017 -0.595 0.454
H -4.347 23.584 -18.463 0.067 0.062 0.440 0.221
C -6.899 20.762 -19.750 -0.771 -1.980 -0.736 0.448
F -6.489 20.739 -18.458 -0.351 0.685 -1.685 -0.175
F -7.904 21.630 -19.979 1.233 -0.415 0.699 -0.213
F -5.861 21.065 -20.601 -0.782 0.003 1.188 -0.148
S -7.548 18.950 -20.189 -1.205 1.706 0.123 0.843
O -8.163 19.126 -21.540 1.222 -0.683 1.941 -0.522
O -6.359 18.126 -20.074 0.585 -0.118 -0.868 -0.788
O -8.480 18.636 -19.102 0.074 0.387 -0.855 -0.491
C -6.334 22.871 -15.753 -0.145 3.418 2.903 0.566
F -5.432 22.142 -16.376 -0.533 -0.584 -1.167 -0.132
F -7.026 23.766 -16.570 0.826 -2.132 0.232 -0.239
F -7.230 22.086 -15.092 0.310 -0.074 -1.331 -0.229
S -5.404 23.924 -14.434 0.362 -1.289 2.438 1.120
O -6.486 24.538 -13.626 1.727 -0.796 -1.932 -0.640
O -4.614 22.887 -13.712 -1.617 0.585 -0.844 -0.680
O -4.492 24.738 -15.210 -0.946 0.602 -0.586 -0.631
```
Positions in Å, forces in eV/Å.

---

# C4H7LuO3

A structure of composition C4H7LuO3 (ωB97M-V with the def2-TZVPD basis set, the OMol25 dataset).

ΔE to the lowest compared entry with this formula, charge and spin (kJ/mol): 63.0
Total charge: +4
E_HOMO (eV): -29.12
Maximum force (eV/A): 4.81
Multiplicity: 1
Kohn-Sham gap (eV): 7.15

Structure (XYZ):
```
15
Properties=species:S:1:pos:R:3:forces:R:3:mulliken_charge:R:1
O -0.143 0.934 -0.304 1.579 -1.193 -0.516 -0.109
O -2.025 -0.024 0.575 -0.098 -0.024 -2.118 -0.154
O -0.287 -1.190 -0.200 3.847 -0.525 0.063 -0.378
C -1.079 -0.145 -0.108 -2.056 1.356 4.129 0.545
Lu 1.860 -0.753 0.818 -1.311 -0.378 -1.042 2.567
C -0.544 2.144 -0.398 -0.363 2.599 0.590 0.257
C 0.411 3.206 -0.487 -0.402 -0.598 0.718 -0.835
H -1.616 2.318 -0.230 -0.210 -0.026 -0.622 0.521
H 0.320 3.644 -1.499 0.046 0.343 -0.276 0.388
H 1.427 2.894 -0.227 0.019 0.234 -0.437 0.233
H 0.046 4.004 0.190 0.020 0.249 -0.212 0.401
C -0.876 -2.546 -0.214 -0.751 -1.787 0.660 -0.484
H -1.811 -2.469 -0.772 0.296 -0.403 -0.477 0.304
H -1.126 -2.850 0.804 -0.078 0.260 0.168 0.400
H -0.061 -3.176 -0.579 -0.539 -0.106 -0.629 0.344
```
Positions in Å, forces in eV/Å.

---

# CH4N2O3

The molecule CH4N2O3 (ωB97M-V with the def2-TZVPD basis set, the OMol25 dataset).

ΔE to the lowest compared entry with this formula, charge and spin (kJ/mol): 145.9
SMILES string: O=C(NO)NO
E_HOMO (eV): -9.99
Maximum force (eV/A): 3.75
Multiplicity: 1
Kohn-Sham gap (eV): 10.57

Structure (XYZ):
```
10
Properties=species:S:1:pos:R:3:forces:R:3:mulliken_charge:R:1
C 0.240 0.623 -0.346 2.034 -1.389 1.057 0.391
H -1.892 -0.691 1.360 0.526 0.390 -1.499 0.361
H -1.397 1.364 -0.196 -2.167 0.970 -0.021 0.279
H 2.080 -0.022 -0.149 -2.959 -1.649 -1.359 0.326
H 0.583 -2.222 0.068 0.189 0.619 0.618 0.352
N -1.003 0.552 0.194 0.994 -0.030 0.376 -0.087
N 1.082 -0.493 -0.438 3.144 1.865 0.813 -0.207
O -1.746 -0.592 0.376 -0.726 -0.275 0.636 -0.383
O 0.764 1.674 -0.600 -0.627 1.659 -0.861 -0.618
O 0.813 -1.404 0.561 -0.408 -2.160 0.240 -0.415
```
Positions in Å, forces in eV/Å.